# 1
{"formula": "C15H20N2NiO", "method": "wB97M-V/def2-TZVPD", "homo_ev": [-6.88, -7.35], "spin_multiplicity": 3, "charge": 0, "lumo_energy_ev": [-0.122, -0.117], "s_squared": 2.01, "mol_weight_g_mol": 303.0, "energy_ha": -2276.4514, "elements": ["C", "C", "H", "H", "H", "H", "H", "H", "C", "C", "C", "C", "H", "H", "H", "H", "N", "C", "C", "N", "C", "C", "C", "H", "H", "C", "H", "H", "Ni", "C", "H", "H", "H", "C", "C", "O", "H", "H", "H"], "positions_angstrom": [[1.28626, 0.03845, 1.98305], [-1.04976, -2.71635, 0.85637], [2.09506, -0.57128, 2.42633], [0.81950, 0.56447, 2.83454], [1.81220, 0.77518, 1.36773], [-2.08859, -2.63146, 0.56122], [-0.48304, -3.42593, 0.26321], [-1.02417, -3.03358, 1.91504], [2.48253, -0.81629, -0.49644], [3.31124, -0.26699, -1.49247], [2.77417, -0.13358, -2.77090], [1.42751, -0.39812, -2.94370], [2.88027, -1.06809, 0.48816], [4.32326, 0.01264, -1.23184], [3.40532, 0.22109, -3.57542], [0.99384, -0.31095, -3.92407], [1.14188, -0.93923, -0.64082], [0.58406, -0.71369, -1.86697], [-0.87854, -0.72168, -2.04803], [-1.64987, -0.87950, -0.96654], [-2.97200, -0.82030, -1.03590], [-2.88569, -0.40115, -3.40293], [-3.65500, -0.54693, -2.24357], [-3.50990, -0.97640, -0.09056], [-4.73984, -0.49049, -2.20967], [-1.49786, -0.47417, -3.29888], [-0.89390, -0.34435, -4.18161], [-3.38677, -0.19075, -4.34393], [0.07754, -1.22753, 1.12926], [-1.48211, 0.37686, 1.83533], [-1.22047, -0.69621, 2.12475], [-2.50706, 0.27954, 1.44966], [-1.53202, 0.71043, 2.86778], [-0.31419, 2.59986, 2.09108], [-0.66842, 1.44226, 1.16126], [-0.47176, 1.52415, -0.06228], [0.57950, 2.50800, 2.73760], [-1.17565, 2.77794, 2.75278], [-0.08015, 3.46877, 1.46848]], "forces_ev_per_angstrom": [[1.35, 0.15, 1.65], [0.08, -1.42, 1.47], [-0.01, 0.09, 0.15], [0.56, -0.37, -0.14], [-0.19, 0.05, 0.03], [0.05, -0.10, -0.06], [-0.27, -0.45, -0.22], [-0.28, -0.79, -0.12], [-0.43, 0.75, -0.66], [-0.79, -0.82, 0.44], [0.13, 0.16, 0.85], [-0.37, -0.03, 0.01], [-0.18, 0.16, -0.38], [0.05, -0.21, -0.20], [-0.18, -0.06, -0.13], [0.07, 0.11, -0.14], [0.54, -0.43, -1.34], [1.81, 0.15, 0.51], [-1.92, 0.25, -0.37], [0.56, 0.49, -0.13], [-0.02, 0.29, -1.01], [-0.17, 0.12, 0.82], [0.69, -0.45, 0.83], [0.14, 0.05, -0.45], [0.20, 0.05, -0.29], [0.20, -0.31, 0.43], [-0.08, 0.02, -0.13], [0.28, -0.07, 0.05], [0.42, 0.85, -1.97], [-1.59, -0.71, 1.76], [-0.34, 0.93, -0.69], [0.35, 0.32, -0.07], [-0.51, 0.20, 0.23], [0.28, 0.71, -0.15], [0.76, 0.66, -2.41], [-0.50, -0.03, 2.49], [-0.58, -0.55, -0.41], [0.28, 0.24, -0.27], [-0.39, -0.02, 0.05]]}

=====

# 2
{"formula": "C15H20N2O2Re", "method": "wB97M-V/def2-TZVPD", "homo_ev": [-16.46, -16.62], "spin_multiplicity": 4, "charge": 2, "lumo_energy_ev": [-9.396, -9.414], "e_above_lowest_kcal_mol": 0.0, "s_squared": 3.77, "mol_weight_g_mol": 446.5, "energy_ha": -921.1693, "elements": ["C", "C", "H", "H", "H", "H", "H", "H", "C", "C", "C", "C", "H", "H", "H", "H", "N", "C", "C", "N", "C", "C", "C", "H", "H", "C", "H", "H", "Re", "C", "H", "H", "H", "C", "C", "O", "O", "H", "H", "H"], "positions_angstrom": [[-4.39266, -0.14681, 0.55074], [-4.47763, 1.14572, -0.25176], [-4.57503, -1.00828, -0.09586], [-5.17499, -0.13565, 1.31455], [-3.43788, -0.29581, 1.06171], [-3.66135, 1.27213, -0.96021], [-5.40603, 1.15985, -0.82866], [-4.49696, 2.02336, 0.39851], [0.41307, -2.98559, 0.21689], [1.28312, -4.05060, -0.00127], [2.39741, -3.87711, -0.83079], [2.62178, -2.64956, -1.43346], [-0.41551, -2.97049, 0.93336], [1.07797, -4.99519, 0.49332], [3.07611, -4.71000, -0.98905], [3.49648, -2.44619, -2.03512], [0.57796, -1.84489, -0.49043], [1.67665, -1.61738, -1.25902], [1.80442, -0.25268, -1.68482], [0.81891, 0.61006, -1.21700], [0.94658, 1.95123, -1.51284], [3.01101, 1.58275, -2.72078], [2.00972, 2.44412, -2.26742], [0.17671, 2.59604, -1.09518], [2.02157, 3.51274, -2.47195], [2.91939, 0.23952, -2.39103], [3.67618, -0.48780, -2.67104], [3.83104, 1.96107, -3.32912], [-0.44879, -0.05589, 0.24802], [-1.54199, 1.65783, 0.25269], [-1.83308, 1.82160, -0.80408], [-1.04453, 2.56554, 0.63540], [-2.46017, 1.46483, 0.82228], [1.26604, 0.93779, 3.95119], [0.14347, 0.97959, 2.92237], [-0.78514, 1.77478, 2.95466], [0.30281, 0.01563, 2.00459], [0.96510, 1.54636, 4.79945], [2.17690, 1.35943, 3.51317], [1.46135, -0.09207, 4.26796]], "forces_ev_per_angstrom": [[-0.60, -0.01, -0.35], [-0.38, 0.07, -0.12], [0.07, -0.02, 0.11], [0.22, -0.18, 0.02], [0.19, -0.03, 0.19], [-0.27, -0.11, -0.12], [0.08, -0.01, 0.11], [0.03, -0.01, -0.05], [0.54, 0.19, -1.03], [-0.22, 0.04, 0.28], [-0.57, -0.20, 0.21], [-0.70, 1.19, -0.18], [0.25, -0.45, -0.36], [0.21, 0.12, -0.04], [-0.02, 0.18, 0.02], [0.05, -0.28, 0.05], [0.41, -0.02, 0.85], [-0.14, -2.46, 0.93], [0.56, 2.00, -0.33], [1.23, 0.57, -0.40], [0.36, -0.52, -0.06], [-0.36, 0.19, 0.08], [-0.65, -0.09, 0.29], [0.33, -0.11, -0.29], [0.09, -0.26, -0.01], [-1.01, -0.84, 0.35], [-0.07, 0.35, -0.12], [-0.10, -0.10, 0.24], [0.59, 0.60, 0.86], [0.16, 0.48, -0.44], [-0.01, 0.07, 0.27], [-0.24, -0.37, 0.00], [0.32, 0.25, 0.09], [-0.45, -0.08, -0.26], [-1.06, 3.14, 2.85], [1.81, -1.95, -0.58], [-0.58, -1.40, -2.93], [0.03, -0.02, -0.02], [-0.11, -0.13, 0.01], [0.02, 0.21, -0.10]]}

=====

# 3
{"formula": "C15H20N2O3S", "method": "wB97M-V/def2-TZVPD", "homo_ev": -8.66, "charge": 0, "lumo_energy_ev": 0.644, "e_above_lowest_kcal_mol": 12.3, "mol_weight_g_mol": 308.4, "energy_ha": -1317.0400, "elements": ["C", "C", "O", "C", "C", "C", "N", "C", "O", "C", "N", "C", "O", "C", "S", "C", "C", "C", "C", "C", "C", "H", "H", "H", "H", "H", "H", "H", "H", "H", "H", "H", "H", "H", "H", "H", "H", "H", "H", "H", "H"], "positions_angstrom": [[-6.44770, -0.17817, 0.28011], [-5.46647, 0.61884, 1.13777], [-4.12480, 0.20514, 1.01429], [-3.51298, 0.53197, -0.21369], [-2.02880, 0.19840, -0.11532], [-1.81712, -1.30794, 0.05612], [-0.41728, -1.62362, 0.21355], [0.33509, -2.12771, -0.78290], [-0.10715, -2.53158, -1.83552], [1.83124, -2.14491, -0.45399], [2.26090, -0.83913, 0.01983], [2.90007, -0.77722, 1.22240], [3.11166, -1.76091, 1.90001], [3.31510, 0.60957, 1.65329], [1.83754, 1.66485, 1.65979], [1.52481, 1.49088, -0.07055], [0.97637, 2.54777, -0.78053], [0.76026, 2.43366, -2.14042], [1.12092, 1.26682, -2.79419], [1.65550, 0.20507, -2.08839], [1.84611, 0.28902, -0.71159], [-6.30198, 0.02621, -0.77769], [-7.46487, 0.09475, 0.54676], [-6.31026, -1.24242, 0.45387], [-5.55102, 1.69111, 0.90127], [-5.70116, 0.47488, 2.19570], [-3.96348, -0.03595, -1.03978], [-3.64325, 1.60588, -0.42161], [-1.51966, 0.54283, -1.01738], [-1.60818, 0.72407, 0.74437], [-2.37280, -1.65273, 0.93063], [-2.16446, -1.84210, -0.83059], [0.03136, -1.29440, 1.05477], [2.39261, -2.45414, -1.33931], [2.03352, -2.85743, 0.35183], [4.04619, 1.04506, 0.96952], [3.71490, 0.57552, 2.66431], [0.72129, 3.45154, -0.24973], [0.32564, 3.25553, -2.68749], [0.97686, 1.17353, -3.85914], [1.91258, -0.69960, -2.61323]], "forces_ev_per_angstrom": [[0.39, 0.17, 0.14], [-0.29, -0.03, 0.04], [0.18, -0.11, 0.03], [0.25, 0.13, -0.11], [-0.45, -0.24, 0.02], [-0.19, 0.23, -0.09], [-0.13, 0.04, 0.35], [0.41, -0.02, 0.36], [-0.07, -0.17, -0.41], [-0.03, -0.29, -0.18], [-0.09, -0.23, -0.19], [0.31, 0.19, 0.42], [0.10, -0.07, 0.14], [-0.22, 0.24, 0.06], [0.04, -0.19, -0.11], [0.13, -0.02, 0.29], [0.05, -0.11, 0.00], [-0.05, 0.03, -0.04], [-0.04, 0.02, 0.02], [0.10, -0.03, 0.05], [-0.11, 0.54, -0.19], [-0.05, -0.02, -0.11], [-0.14, 0.02, -0.01], [-0.03, -0.12, 0.01], [0.03, -0.08, 0.08], [-0.04, 0.11, -0.10], [0.00, 0.07, 0.02], [-0.04, -0.10, -0.02], [0.07, 0.02, -0.02], [0.06, 0.08, 0.00], [0.02, -0.06, -0.11], [-0.05, 0.00, 0.13], [0.12, -0.02, -0.10], [-0.16, 0.02, 0.07], [-0.04, 0.11, -0.18], [0.02, -0.07, 0.03], [-0.01, -0.10, -0.09], [0.01, 0.15, 0.03], [-0.04, 0.08, -0.06], [-0.01, -0.02, -0.10], [-0.01, -0.14, -0.05]]}

=====

# 4
{"formula": "C15H20N4O2", "method": "wB97M-V/def2-TZVPD", "homo_ev": -8.81, "charge": 0, "lumo_energy_ev": 0.443, "e_above_lowest_kcal_mol": 24.1, "mol_weight_g_mol": 288.4, "energy_ha": -953.1236, "elements": ["C", "C", "C", "N", "C", "O", "C", "N", "C", "C", "C", "O", "N", "C", "C", "C", "C", "C", "C", "C", "N", "H", "H", "H", "H", "H", "H", "H", "H", "H", "H", "H", "H", "H", "H", "H", "H", "H", "H", "H", "H"], "positions_angstrom": [[-6.73703, 1.84393, 0.14911], [-6.45191, 0.44407, -0.38365], [-5.57567, -0.37987, 0.56264], [-4.23819, 0.15590, 0.68657], [-3.15720, -0.44020, 0.13931], [-3.20637, -1.50003, -0.44751], [-1.85928, 0.34900, 0.36373], [-0.68378, -0.18737, -0.28862], [-0.75512, -0.11129, -1.73922], [-0.28366, -1.50904, 0.16609], [1.23700, -1.66081, 0.14289], [1.79540, -2.73288, 0.16113], [1.85152, -0.44364, 0.13627], [3.19778, -0.12704, 0.11096], [4.20782, -1.08505, 0.14603], [5.53382, -0.69656, 0.12091], [5.88551, 0.64541, 0.06168], [4.89973, 1.61024, 0.02624], [3.55664, 1.23480, 0.05011], [2.54884, 2.22036, 0.01303], [1.71336, 3.00783, -0.01520], [-7.19253, 1.79155, 1.13599], [-7.42090, 2.36682, -0.51471], [-5.82438, 2.43188, 0.21897], [-7.39377, -0.08878, -0.52291], [-5.95750, 0.51138, -1.35434], [-5.46222, -1.39469, 0.17505], [-6.03639, -0.42458, 1.55488], [-4.13824, 1.05359, 1.13179], [-1.66534, 0.39198, 1.44100], [-1.99964, 1.37370, 0.00525], [-1.57101, -0.71401, -2.15151], [-0.89290, 0.92950, -2.03158], [0.18567, -0.46757, -2.15649], [-0.59637, -1.65149, 1.20450], [-0.73037, -2.32205, -0.41904], [1.18740, 0.33096, 0.09032], [3.93674, -2.12681, 0.19106], [6.30494, -1.45157, 0.14831], [6.92466, 0.93547, 0.04306], [5.15113, 2.65970, -0.02048]], "forces_ev_per_angstrom": [[-0.01, -0.23, -0.16], [0.09, 0.00, 0.26], [-0.22, -0.15, -0.28], [-0.29, 0.28, 0.20], [0.19, 0.41, 0.22], [0.14, -0.30, -0.21], [0.24, -0.16, -0.11], [-0.44, -0.12, 0.14], [-0.06, 0.04, -0.12], [-0.03, -0.14, -0.05], [-0.18, 0.18, 0.02], [0.06, -0.27, 0.01], [0.00, 0.49, 0.00], [0.25, 0.05, 0.01], [0.00, -0.19, 0.00], [-0.07, 0.18, -0.01], [0.12, 0.03, 0.00], [-0.08, -0.10, 0.01], [0.69, -0.74, 0.02], [-0.38, 0.46, -0.01], [-0.28, 0.16, -0.01], [-0.06, 0.05, 0.12], [-0.03, 0.14, 0.00], [0.07, 0.13, 0.02], [-0.02, -0.04, -0.06], [-0.02, -0.08, -0.05], [-0.05, 0.09, 0.15], [0.00, -0.06, -0.06], [0.16, -0.06, -0.04], [-0.09, 0.07, -0.05], [-0.04, -0.02, 0.11], [0.03, -0.01, 0.01], [0.04, 0.03, -0.07], [0.05, 0.04, -0.08], [0.01, -0.02, -0.04], [0.11, 0.08, 0.10], [-0.01, -0.20, 0.00], [-0.03, -0.02, 0.00], [0.05, -0.08, 0.00], [0.08, 0.03, 0.00], [0.00, 0.05, 0.00]]}

=====

# 5
{"formula": "C15H20N4O7S", "method": "wB97M-V/def2-TZVPD", "homo_ev": -8.08, "charge": 0, "lumo_energy_ev": -0.722, "mol_weight_g_mol": 400.4, "energy_ha": -1727.2725, "elements": ["C", "C", "C", "C", "O", "C", "O", "O", "S", "O", "O", "O", "C", "N", "N", "C", "O", "H", "H", "H", "H", "H", "H", "H", "H", "H", "H", "C", "C", "C", "N", "C", "H", "H", "H", "H", "H", "C", "C", "C", "N", "C", "H", "H", "H", "H", "H"], "positions_angstrom": [[-3.10329, -0.48343, -2.41009], [-1.49866, -0.15696, -2.41261], [-0.99728, 0.35100, -0.96776], [-1.15342, 1.93333, -0.70569], [-1.69317, 2.26036, 0.61751], [-0.62261, 2.27083, 1.59091], [-0.03101, 1.18987, 1.93649], [-0.96039, -1.54684, -2.43558], [0.48483, -1.63213, -3.28060], [1.79573, -1.53419, -2.54738], [0.51085, -2.90398, -4.08164], [0.38100, -0.20923, -4.17532], [-0.86835, 0.46437, -3.75812], [-0.49900, 1.90803, -3.81528], [-1.73908, 0.24306, -4.98603], [-2.54253, 1.27931, -5.15737], [-3.39486, 2.16700, -4.87636], [-3.28118, -1.19059, -1.52815], [-3.73582, 0.47081, -2.40302], [-3.27420, -1.09735, -3.38299], [-1.68030, -0.17556, -0.18539], [0.06597, -0.06138, -0.75683], [-1.71326, 2.48160, -1.56583], [-0.07882, 2.38599, -0.72468], [-0.27783, 3.22517, 2.14219], [0.07400, 1.99281, -4.68674], [0.18449, 2.15713, -3.06429], [3.28125, 2.18805, 5.65091], [3.00005, 3.47704, 5.13703], [1.92989, 3.35254, 4.28370], [1.55809, 2.03468, 4.26032], [2.37295, 1.31877, 5.09493], [4.06075, 1.92441, 6.35103], [3.52184, 4.39510, 5.36601], [1.40331, 4.08683, 3.69167], [0.79958, 1.65077, 3.71276], [2.23815, 0.25473, 5.22022], [0.94737, -3.53452, -0.11640], [0.48370, -4.86648, 0.01947], [0.12022, -5.04185, 1.33307], [0.35181, -3.86583, 1.99628], [0.85118, -2.93968, 1.11872], [1.31046, -3.06226, -1.01806], [0.42197, -5.61435, -0.75791], [-0.28091, -5.89990, 1.85191], [0.18079, -3.70658, 2.97648], [1.09574, -1.94051, 1.44855]], "forces_ev_per_angstrom": [[1.20, -0.12, -1.21], [-0.35, -1.27, 1.20], [-0.59, 0.20, 0.50], [2.03, 0.00, -1.14], [2.52, 0.48, 1.06], [1.31, -4.49, 0.93], [-2.87, 4.82, -1.92], [2.19, 0.81, -1.79], [4.21, -3.73, -1.00], [-4.23, 0.96, -0.96], [-1.49, 4.09, 1.86], [-1.83, -2.36, 2.94], [0.67, 2.00, -2.35], [0.92, -0.82, 0.83], [-3.39, 4.41, -0.44], [-1.94, 0.73, 4.88], [5.11, -5.33, -3.03], [0.19, 1.33, -1.17], [0.90, -1.48, 0.14], [0.05, 1.24, 1.71], [1.16, 0.83, -1.50], [-1.70, 0.99, -0.49], [0.44, -1.01, 1.95], [-1.77, -0.70, -0.18], [-1.23, -0.96, -1.30], [-0.83, -0.06, 0.84], [-0.83, -0.47, -0.59], [-0.03, -0.25, 0.05], [-0.09, 0.24, -0.12], [0.00, -0.11, 0.00], [0.00, 0.03, 0.24], [-0.03, 0.06, -0.04], [-0.09, 0.03, -0.08], [-0.06, -0.10, -0.03], [0.10, -0.01, 0.09], [0.33, -0.01, 0.01], [0.05, 0.12, -0.01], [0.01, 0.25, 0.03], [-0.14, -0.21, 0.20], [0.00, -0.09, -0.01], [-0.06, 0.00, 0.00], [0.03, 0.07, -0.05], [0.03, -0.14, 0.26], [0.01, 0.09, 0.09], [0.06, 0.08, -0.08], [0.04, -0.04, -0.23], [0.00, -0.09, -0.05]]}